Entry 1:
Molecular formula: C9H15Cl2O6PTiTm
Method: DFT, wB97M-V/def2-TZVPD

Properties
2S+1: 4
Expectation value of S²: 3.77
HOMO energy (spin up / spin down) (eV): -22.01 / -22.02
Total charge: +4
Total energy (a.u.): -3998.02809

Element x y z (Å)
Ti  -1.254  -0.075  -4.836
Tm  -0.140  0.653  -0.652
Cl  -1.416  -1.917  -3.561
Cl  -0.795  1.578  -3.157
C  1.022  2.563  -0.208
C  0.114  -0.954  -5.722
C  0.106  0.568  -5.982
O  1.755  3.448  -0.058
O  0.803  -1.877  -6.072
O  0.795  1.346  -6.592
C  -3.463  0.910  2.313
C  -2.498  1.396  1.268
O  -1.822  0.258  0.630
P  -2.041  -1.464  1.202
O  -1.487  -1.359  2.716
C  -0.114  -1.098  3.178
C  0.269  0.356  3.100
O  1.268  -0.752  -0.487
C  2.416  -1.586  -0.557
C  3.736  -0.855  -0.340
H  -2.931  0.448  3.145
H  -4.168  0.199  1.877
H  -4.031  1.744  2.727
H  -2.995  1.951  0.473
H  -1.726  2.034  1.692
H  -0.134  -1.458  4.213
H  0.565  -1.723  2.590
H  -0.573  1.024  3.302
H  1.038  0.552  3.854
H  0.747  0.603  2.138
H  2.311  -2.382  0.188
H  2.413  -2.078  -1.536
H  3.619  0.228  -0.406
H  4.143  -1.102  0.644
H  4.467  -1.180  -1.083

Here is what Mulliken gives for the atomic charges, in e:
1. Ti 0.72
2. Tm 1.28
3. Cl -0.24
4. Cl -0.22
5. C 0.27
6. C 0.68
7. C 0.26
8. O 0.01
9. O -0.02
10. O -0.02
11. C -1.52
12. C -0.17
13. O -0.15
14. P 0.72
15. O -0.18
16. C -0.25
17. C -0.48
18. O -0.38
19. C -0.13
20. C -0.99
21. H 0.40
22. H 0.45
23. H 0.40
24. H 0.43
25. H 0.45
26. H 0.32
27. H 0.33
28. H 0.20
29. H 0.45
30. H -0.02
31. H 0.28
32. H 0.25
33. H 0.24
34. H 0.30
35. H 0.34

Entry 2:
Molecular formula: C9H15Cl3N3O3RhTe4
Method: DFT, wB97M-V/def2-TZVPD

Properties
2S+1: 5
Expectation value of S²: 6.02
HOMO energy (spin up / spin down) (eV): -6.63 / -6.77
ΔE to the lowest compared entry with this formula, charge and spin (eV): 2.391
Total energy (a.u.): -3305.06285

Element x y z (Å)
Rh  -0.713  -0.152  0.208
Te  -3.214  -0.669  -0.137
Te  -3.243  -3.303  -0.164
Te  -1.225  -4.005  1.456
Te  -0.528  -1.714  2.611
Cl  2.082  -3.477  -1.901
C  0.955  -2.502  -2.881
Cl  1.770  -1.968  -4.348
Cl  -0.462  -3.480  -3.304
C  0.492  -1.296  -2.005
O  0.819  -0.164  -2.309
O  -0.138  -1.706  -0.981
C  1.742  3.614  1.904
N  0.953  2.389  1.754
C  1.666  1.114  1.632
C  -0.420  2.418  1.818
O  -1.145  1.558  1.297
N  -0.992  3.487  2.438
C  -0.489  3.914  3.743
C  -2.427  3.661  2.242
H  2.524  3.628  1.147
H  2.209  3.703  2.885
H  1.095  4.469  1.736
H  1.350  0.437  2.433
H  1.580  0.973  -0.448
H  1.829  -0.456  0.316
H  0.393  3.347  4.025
H  -1.256  3.723  4.495
H  -0.243  4.976  3.757
H  -2.684  3.513  1.198
H  -2.684  4.678  2.533
H  -3.001  2.955  2.846
C  4.205  0.337  2.083
C  3.130  1.289  1.788
N  1.323  0.427  0.374
H  3.893  -0.354  2.876
H  5.110  0.842  2.424
H  4.485  -0.262  1.207

Here is what Mulliken gives for the atomic charges, in e:
1. Rh 0.32
2. Te 0.01
3. Te 0.01
4. Te -0.05
5. Te -0.06
6. Cl -0.14
7. C 0.69
8. Cl -0.13
9. Cl -0.12
10. C 0.27
11. O -0.61
12. O -0.35
13. C -1.29
14. N 0.39
15. C 0.43
16. C 0.61
17. O -0.64
18. N 0.10
19. C -1.11
20. C -0.99
21. H 0.42
22. H 0.38
23. H 0.45
24. H 0.07
25. H 0.27
26. H 0.28
27. H 0.38
28. H 0.38
29. H 0.31
30. H 0.30
31. H 0.34
32. H 0.35
33. C -1.27
34. C -0.75
35. N -0.24
36. H 0.32
37. H 0.36
38. H 0.31

Entry 3:
Molecular formula: C9H15FN4
Method: DFT, wB97M-V/def2-TZVPD

Properties
2S+1: 3
Expectation value of S²: 2.04
HOMO energy (spin up / spin down) (eV): -14.29 / -16.13
Total charge: +2
Total energy (a.u.): -669.99604

Element x y z (Å)
C  3.620  0.723  0.785
C  2.766  1.769  0.539
C  2.184  -1.028  0.145
C  3.345  -0.617  0.603
C  1.627  1.307  -0.151
C  0.231  -0.600  -1.004
C  -3.154  0.353  -0.175
C  -2.594  -0.644  2.003
C  -1.775  -1.637  -0.107
N  0.357  -0.405  -2.251
N  1.346  -0.058  -0.301
N  0.797  2.141  -0.788
N  -2.333  -0.605  0.543
F  4.255  -1.552  0.843
H  4.645  0.845  1.243
H  2.866  2.821  0.658
H  2.074  -2.108  -0.168
H  -4.189  0.128  0.255
H  -3.019  1.400  0.008
H  -3.147  0.338  -1.231
H  -2.969  0.391  2.258
H  -3.569  -1.306  2.037
H  -1.688  -1.053  2.610
H  -1.388  -2.529  0.275
H  -2.121  -1.790  -1.141
H  1.221  -0.228  -2.771
H  0.812  3.144  -0.489
H  0.071  1.731  -1.345
H  -0.271  -0.931  -2.882

Here is what Mulliken gives for the atomic charges, in e:
1. C -0.31
2. C -0.86
3. C 0.23
4. C 0.00
5. C 0.93
6. C -0.47
7. C -0.93
8. C -0.80
9. C -0.64
10. N -0.32
11. N 0.25
12. N -0.32
13. N 0.18
14. F -0.26
15. H 0.39
16. H 0.43
17. H 0.39
18. H 0.41
19. H 0.34
20. H 0.40
21. H 0.34
22. H 0.38
23. H 0.33
24. H 0.46
25. H 0.46
26. H 0.24
27. H 0.29
28. H 0.20
29. H 0.25

Entry 4:
Molecular formula: C9H15FNO2
Method: DFT, wB97M-V/def2-TZVPD

Properties
2S+1: 1
HOMO energy (eV): -3.65
Total charge: -1
ΔE to the lowest compared entry with this formula, charge and spin (eV): 0.000
Total energy (a.u.): -657.03757

Element x y z (Å)
C  -1.948  1.977  -0.139
C  -2.149  -1.695  -0.972
C  -2.096  -1.701  0.533
C  -2.714  -0.316  -1.277
C  -2.181  -0.438  0.930
C  2.047  0.706  -1.076
C  1.485  -0.762  0.969
C  3.350  0.835  1.058
C  1.971  0.556  0.431
N  -2.461  0.484  -0.016
O  -2.247  2.751  0.720
O  -1.328  2.084  -1.167
F  -2.213  0.094  2.218
H  -1.234  -1.852  -1.511
H  -2.819  -2.511  -1.322
H  -1.736  -2.552  1.065
H  1.105  1.308  0.711
H  -2.207  0.220  -2.140
H  -3.739  -0.359  -1.526
H  1.010  0.420  -1.419
H  2.873  0.072  -1.422
H  2.230  1.695  -1.434
H  2.081  -1.695  0.796
H  1.339  -0.717  2.056
H  0.641  -1.127  0.430
H  4.140  0.453  0.313
H  3.259  0.177  1.852
H  3.540  1.894  1.339

Here is what Mulliken gives for the atomic charges, in e:
1. C 0.54
2. C -0.36
3. C -0.86
4. C -0.73
5. C 0.49
6. C -1.35
7. C -1.36
8. C -1.27
9. C 1.11
10. N 0.03
11. O -0.68
12. O -0.66
13. F -0.35
14. H 0.31
15. H 0.29
16. H 0.41
17. H 0.05
18. H 0.28
19. H 0.34
20. H 0.21
21. H 0.43
22. H 0.31
23. H 0.33
24. H 0.37
25. H 0.13
26. H 0.24
27. H 0.42
28. H 0.32

Entry 5:
Molecular formula: C9H15IN2O
Method: DFT, wB97M-V/def2-TZVPD

Properties
2S+1: 1
HOMO energy (eV): -9.07
Total energy (a.u.): -834.32769

Element x y z (Å)
C  1.497  0.481  -0.458
C  0.166  0.143  -0.133
C  2.195  -0.659  -0.166
C  -0.812  2.289  -0.954
C  -1.498  1.311  1.247
C  -2.186  0.194  -0.884
C  1.612  -2.932  0.715
C  4.033  -1.130  -0.354
C  -1.074  0.990  -0.192
N  0.103  -1.106  0.308
N  1.343  -1.592  0.280
O  4.254  -1.700  -1.558
I  5.149  0.693  0.015
H  1.876  1.406  -0.840
H  -1.724  2.884  -0.995
H  -0.042  2.879  -0.466
H  -0.504  2.079  -1.974
H  -2.370  1.966  1.247
H  -1.748  0.390  1.776
H  -0.686  1.808  1.779
H  -1.934  0.010  -1.926
H  -2.315  -0.764  -0.387
H  -3.125  0.742  -0.844
H  2.176  -2.932  1.651
H  0.653  -3.419  0.878
H  2.177  -3.475  -0.044
H  4.242  -1.831  0.444
H  4.040  -1.092  -2.279

Here is what Mulliken gives for the atomic charges, in e:
1. C 0.12
2. C -0.37
3. C -0.57
4. C -1.97
5. C -1.66
6. C -1.66
7. C -0.95
8. C -0.58
9. C 2.22
10. N -0.86
11. N 0.79
12. O -0.47
13. I 0.01
14. H 0.44
15. H 0.41
16. H 0.38
17. H 0.43
18. H 0.41
19. H 0.41
20. H 0.37
21. H 0.36
22. H 0.41
23. H 0.41
24. H 0.30
25. H 0.34
26. H 0.33
27. H 0.52
28. H 0.41

Please write out number 2 again, unchanged.
Molecular formula: C9H15Cl3N3O3RhTe4
Method: DFT, wB97M-V/def2-TZVPD

Properties
2S+1: 5
Expectation value of S²: 6.02
HOMO energy (spin up / spin down) (eV): -6.63 / -6.77
ΔE to the lowest compared entry with this formula, charge and spin (eV): 2.391
Total energy (a.u.): -3305.06285

Element x y z (Å)
Rh  -0.713  -0.152  0.208
Te  -3.214  -0.669  -0.137
Te  -3.243  -3.303  -0.164
Te  -1.225  -4.005  1.456
Te  -0.528  -1.714  2.611
Cl  2.082  -3.477  -1.901
C  0.955  -2.502  -2.881
Cl  1.770  -1.968  -4.348
Cl  -0.462  -3.480  -3.304
C  0.492  -1.296  -2.005
O  0.819  -0.164  -2.309
O  -0.138  -1.706  -0.981
C  1.742  3.614  1.904
N  0.953  2.389  1.754
C  1.666  1.114  1.632
C  -0.420  2.418  1.818
O  -1.145  1.558  1.297
N  -0.992  3.487  2.438
C  -0.489  3.914  3.743
C  -2.427  3.661  2.242
H  2.524  3.628  1.147
H  2.209  3.703  2.885
H  1.095  4.469  1.736
H  1.350  0.437  2.433
H  1.580  0.973  -0.448
H  1.829  -0.456  0.316
H  0.393  3.347  4.025
H  -1.256  3.723  4.495
H  -0.243  4.976  3.757
H  -2.684  3.513  1.198
H  -2.684  4.678  2.533
H  -3.001  2.955  2.846
C  4.205  0.337  2.083
C  3.130  1.289  1.788
N  1.323  0.427  0.374
H  3.893  -0.354  2.876
H  5.110  0.842  2.424
H  4.485  -0.262  1.207

Here is what Mulliken gives for the atomic charges, in e:
1. Rh 0.32
2. Te 0.01
3. Te 0.01
4. Te -0.05
5. Te -0.06
6. Cl -0.14
7. C 0.69
8. Cl -0.13
9. Cl -0.12
10. C 0.27
11. O -0.61
12. O -0.35
13. C -1.29
14. N 0.39
15. C 0.43
16. C 0.61
17. O -0.64
18. N 0.10
19. C -1.11
20. C -0.99
21. H 0.42
22. H 0.38
23. H 0.45
24. H 0.07
25. H 0.27
26. H 0.28
27. H 0.38
28. H 0.38
29. H 0.31
30. H 0.30
31. H 0.34
32. H 0.35
33. C -1.27
34. C -0.75
35. N -0.24
36. H 0.32
37. H 0.36
38. H 0.31

Number 5 is which compound?
C9H15IN2O